{
  "formula": "C22H27N5O3S",
  "method": "ωB97M-V/def2-TZVPD",
  "smiles": "CCCCn1c(SCC(=O)N2CCCc3ccccc32)nc2c1c(=O)n(C)c(=O)n2C",
  "lumo_ha": 0.0136,
  "orbital_gap_ev": 8.52,
  "relative_energy_kcal_mol": 0.0,
  "elements": ["C", "C", "C", "C", "N", "C", "S", "C", "C", "O", "N", "C", "C", "C", "C", "C", "C", "C", "C", "C", "N", "C", "C", "C", "O", "N", "C", "C", "O", "N", "C", "H", "H", "H", "H", "H", "H", "H", "H", "H", "H", "H", "H", "H", "H", "H", "H", "H", "H", "H", "H", "H", "H", "H", "H", "H", "H", "H"],
  "xyz": [[3.0458, 4.3706, 1.9114], [1.7131, 4.8006, 1.3085], [0.6502, 3.7049, 1.3704], [0.9817, 2.5389, 0.4379], [-0.0238, 1.5054, 0.5042], [-0.3286, 0.6832, 1.5305], [0.4956, 0.6450, 3.0747], [2.1382, -0.0188, 2.5625], [2.0870, -0.6631, 1.1821], [2.7889, -0.1764, 0.3147], [1.2292, -1.6976, 0.9922], [0.6414, -2.4127, 2.1161], [0.6420, -3.9057, 1.8205], [-0.3266, -4.1558, 0.6790], [-0.0764, -3.1845, -0.4410], [-0.6720, -3.4381, -1.6708], [-0.4955, -2.6005, -2.7537], [0.3217, -1.4938, -2.6104], [0.9234, -1.2229, -1.3976], [0.7217, -2.0448, -0.2875], [-1.3299, -0.1412, 1.2633], [-1.6763, 0.1414, -0.0069], [-0.8861, 1.1650, -0.5110], [-0.9955, 1.6212, -1.8653], [-0.3435, 2.4997, -2.3966], [-1.9803, 0.9116, -2.5549], [-2.1866, 1.2417, -3.9558], [-2.7769, -0.1209, -2.0794], [-3.5814, -0.6767, -2.7927], [-2.6257, -0.4731, -0.7556], [-3.4180, -1.5578, -0.2198], [3.7329, 5.2128, 1.9392], [3.5092, 3.5820, 1.3243], [2.9045, 4.0120, 2.9292], [1.3414, 5.6685, 1.8569], [1.8603, 5.1016, 0.2697], [-0.3158, 4.1210, 1.0747], [0.5608, 3.3435, 2.3972], [1.0103, 2.8834, -0.5979], [1.9516, 2.1034, 0.6864], [2.8431, 0.8120, 2.5086], [2.4569, -0.6899, 3.3581], [-0.3848, -2.0612, 2.2740], [1.2208, -2.2214, 3.0163], [1.6494, -4.2185, 1.5375], [0.3467, -4.4588, 2.7123], [-1.3535, -4.0330, 1.0380], [-0.2316, -5.1768, 0.3031], [-1.2882, -4.3210, -1.7698], [-0.9802, -2.8134, -3.6936], [0.4979, -0.8293, -3.4428], [1.5607, -0.3590, -1.3236], [-1.4931, 2.0390, -4.2121], [-2.0036, 0.3616, -4.5714], [-3.2149, 1.5667, -4.1107], [-4.4407, -1.4600, -0.5814], [-3.0164, -2.5155, -0.5555], [-3.3806, -1.4944, 0.8644]],
  "forces_ev_per_angstrom": [[-0.1, 0.1, -0.1], [-0.1, -0.2, 0.1], [0.0, 0.1, -0.2], [0.5, 0.6, 0.3], [-0.3, -0.5, -0.1], [0.0, 0.2, 0.2], [0.2, 0.0, 0.1], [-0.2, 0.3, 0.1], [0.6, 0.2, 0.3], [0.0, 0.0, 0.0], [0.0, -0.2, 0.0], [-0.1, -0.3, 0.4], [-0.1, 0.1, 0.0], [0.1, 0.0, 0.2], [0.0, -0.1, 0.0], [0.1, 0.1, -0.1], [-0.1, -0.1, 0.0], [0.0, -0.1, 0.1], [0.2, 0.2, -0.2], [-0.1, 0.0, -0.5], [-0.4, -0.2, -0.1], [0.9, 1.1, 0.0], [-0.6, -0.5, 0.1], [0.0, -0.1, 0.3], [0.2, 0.2, -0.1], [0.0, 0.2, -0.3], [0.0, 0.1, -0.3], [0.0, -0.1, 0.4], [-0.2, -0.2, -0.3], [-0.1, 0.0, -0.1], [-0.2, -0.2, -0.1], [0.1, 0.0, 0.0], [0.1, -0.1, 0.0], [0.0, -0.1, 0.1], [0.0, 0.0, -0.1], [0.0, 0.1, 0.0], [-0.1, 0.0, 0.0], [0.0, 0.0, 0.0], [0.0, -0.1, 0.1], [-0.1, 0.0, -0.1], [0.0, -0.2, -0.1], [0.0, 0.0, 0.0], [0.1, 0.0, 0.0], [-0.1, 0.0, -0.1], [0.0, 0.0, 0.0], [0.0, 0.0, 0.0], [0.0, 0.0, 0.0], [-0.1, 0.0, 0.0], [-0.1, -0.1, 0.0], [-0.1, 0.0, -0.1], [0.0, 0.1, -0.1], [0.0, 0.0, 0.0], [-0.1, -0.1, 0.0], [0.0, 0.0, 0.0], [0.0, 0.0, 0.0], [0.1, 0.0, 0.1], [-0.1, 0.0, 0.0], [0.0, 0.0, 0.0]],
  "mulliken_charge": [-1.098, -0.660, -0.221, -1.118, 0.463, -0.141, -0.302, -0.998, 0.483, -0.640, 0.287, -0.540, -1.069, -1.004, 1.472, -0.631, -0.676, -0.777, -0.641, -0.247, -0.465, 1.773, -0.385, 0.294, -0.717, 0.012, -1.215, 0.472, -0.665, 0.123, -1.064, 0.395, 0.291, 0.261, 0.371, 0.329, 0.283, 0.328, 0.516, 0.059, 0.448, 0.678, 0.250, 0.318, 0.343, 0.418, 0.274, 0.439, 0.396, 0.405, 0.523, 0.553, 0.386, 0.335, 0.338, 0.373, 0.197, 0.391]
}



{
  "formula": "C17H25BrF2NO8",
  "method": "ωB97M-V/def2-TZVPD",
  "total_charge": 1,
  "lumo_ha": -0.1576,
  "orbital_gap_ev": 8.61,
  "relative_energy_kcal_mol": 3.9,
  "elements": ["C", "C", "C", "Br", "C", "C", "C", "O", "C", "C", "O", "C", "C", "N", "C", "H", "H", "H", "H", "H", "H", "H", "H", "H", "H", "H", "H", "H", "H", "H", "H", "H", "H", "H", "C", "C", "O", "C", "O", "O", "F", "H", "H", "H", "C", "C", "O", "C", "O", "O", "F", "H", "H", "H"],
  "xyz": [[-1.2421, 1.9897, -0.6229], [-1.1845, 0.5546, -1.1477], [-0.1276, -0.3802, -0.5351], [0.2052, 0.0399, 1.3359], [1.1712, -0.4794, -1.3676], [2.4149, -1.0777, -0.6918], [3.1799, -0.1602, 0.2644], [4.5099, -0.0174, -0.2483], [5.2030, 1.0172, 0.3301], [5.9051, 1.8976, -0.6579], [5.2357, 1.1630, 1.5188], [1.6184, 0.7507, -2.2155], [1.9810, 0.1695, -3.5197], [1.6143, -1.0511, -3.6345], [0.7687, -1.4733, -2.5005], [-0.2553, 2.4394, -0.5038], [-1.7881, 2.5972, -1.3455], [-1.8037, 2.0359, 0.3030], [-1.0653, 0.5847, -2.2334], [-2.1503, 0.0896, -0.9513], [-0.5541, -1.3786, -0.4840], [3.1251, -1.3070, -1.4932], [2.1639, -2.0373, -0.2392], [3.1800, -0.5663, 1.2739], [2.6985, 0.8171, 0.3408], [6.0145, 2.8769, -0.1990], [5.3229, 1.9933, -1.5725], [6.8817, 1.4771, -0.8904], [0.9290, 1.5912, -2.2848], [2.5621, 1.1383, -1.8098], [2.5369, 0.6884, -4.2924], [1.8407, -1.6564, -4.4142], [0.7842, -2.5360, -2.2743], [-0.2551, -1.2693, -2.8257], [-3.2520, 4.0132, 3.8904], [-3.8834, 2.6559, 4.1225], [-4.5860, 2.4389, 2.9122], [-3.9660, 3.1442, 1.9291], [-4.1581, 3.0023, 0.7696], [-3.0861, 4.0209, 2.4674], [-4.7549, 2.6586, 5.1550], [-3.9335, 4.8124, 4.1832], [-2.2948, 4.1434, 4.3861], [-3.1701, 1.8426, 4.2689], [-3.0457, -5.1081, 0.5892], [-1.5736, -4.7527, 0.6177], [-1.5832, -3.4022, 0.1788], [-2.8020, -2.8630, 0.4986], [-3.0432, -1.7044, 0.4759], [-3.6610, -3.8378, 0.8407], [-0.8373, -5.4883, -0.2486], [-3.3409, -5.4650, -0.3980], [-3.3385, -5.8296, 1.3453], [-1.1105, -4.8025, 1.6039]],
  "forces_ev_per_angstrom": [[0.0, 0.0, -0.5], [-0.2, 0.0, 0.4], [0.1, 0.5, -0.2], [-0.1, 0.0, 0.1], [-0.4, -0.8, -0.7], [0.1, 0.0, -0.1], [-0.3, -0.4, 0.4], [-0.3, 0.5, -0.5], [0.3, -0.2, 0.6], [-0.2, 0.1, 0.0], [-0.3, 0.1, -0.3], [0.6, -0.1, 0.8], [0.0, -0.1, -0.2], [0.1, 0.0, 0.2], [-0.7, 0.4, -0.1], [0.0, 0.0, 0.2], [-0.1, 0.0, 0.1], [0.2, 0.1, 0.1], [0.0, -0.2, -0.1], [0.0, 0.0, -0.1], [0.1, 0.0, 0.1], [0.0, -0.1, 0.0], [-0.1, 0.1, 0.2], [0.2, 0.0, 0.0], [0.1, 0.1, -0.1], [0.2, 0.0, 0.0], [0.1, -0.1, -0.1], [0.1, 0.0, -0.1], [-0.1, 0.0, -0.1], [-0.1, 0.3, 0.0], [0.0, -0.2, -0.1], [0.0, 0.1, -0.2], [0.6, 0.0, 0.1], [0.0, 0.0, 0.0], [0.1, 0.1, 0.0], [-0.1, 0.0, 0.0], [0.2, -0.2, 0.0], [-0.1, 0.1, 0.1], [0.0, 0.0, -0.1], [0.0, 0.0, 0.1], [0.0, 0.0, -0.1], [-0.1, 0.0, 0.0], [0.1, 0.0, -0.1], [0.0, 0.0, 0.1], [-0.1, -0.1, 0.0], [0.0, 0.0, -0.1], [0.1, 0.0, 0.2], [-0.1, -0.1, 0.0], [0.1, 0.1, -0.1], [0.0, -0.1, 0.0], [0.0, 0.1, -0.1], [0.1, 0.0, 0.0], [-0.1, 0.1, 0.1], [0.1, -0.1, 0.0]],
  "mulliken_charge": [-1.351, -0.589, 0.520, -0.137, 1.301, -1.172, -0.945, -0.295, 0.639, -0.957, -0.510, -0.616, -0.263, 0.071, -1.221, 0.360, 0.480, 0.112, 0.400, 0.471, -0.127, 0.417, 0.372, 0.470, 0.528, 0.349, 0.267, 0.289, 0.433, 0.101, 0.488, 0.285, 0.426, 0.448, -0.408, 0.326, -0.304, 0.738, -0.502, -0.333, -0.281, 0.291, 0.264, 0.249, -0.455, 0.253, -0.260, 0.565, -0.409, -0.364, -0.285, 0.282, 0.289, 0.301]
}



{
  "formula": "C5H13NOSi",
  "method": "ωB97M-V/def2-TZVPD",
  "smiles": "CC(=O)N(C)[SiH](C)C",
  "lumo_ha": 0.0304,
  "orbital_gap_ev": 10.21,
  "relative_energy_kcal_mol": 17.4,
  "elements": ["C", "C", "O", "N", "C", "Si", "C", "C", "H", "H", "H", "H", "H", "H", "H", "H", "H", "H", "H", "H", "H"],
  "xyz": [[2.4485, 1.2119, 0.7779], [1.3985, 0.1311, 0.4900], [1.4545, -1.0009, 0.8342], [0.2414, 0.4710, -0.1369], [0.1054, 1.9413, -0.6336], [-1.1096, -0.7095, -0.2514], [-0.4706, -2.0489, -1.4553], [-1.7793, -1.3250, 1.4090], [2.5008, 1.8948, 0.0260], [3.4039, 0.6847, 1.0706], [1.9510, 1.7290, 1.6492], [0.8977, 2.1398, -1.2842], [-0.8058, 2.0349, -1.1277], [0.1817, 2.6510, 0.2362], [-2.1534, 0.0340, -1.1305], [0.2578, -2.6433, -0.8433], [-1.1598, -2.7868, -1.8915], [0.0871, -1.5446, -2.2169], [-2.3277, -0.5295, 1.9355], [-2.4724, -2.1654, 1.3266], [-0.9275, -1.5923, 1.9341]],
  "forces_ev_per_angstrom": [[-0.9, -2.8, 3.2], [-0.7, 2.1, -1.1], [1.3, -3.4, 1.6], [-1.1, 3.4, -1.0], [0.6, -1.9, 3.2], [-0.2, -0.2, -1.6], [0.2, -0.9, 1.9], [-1.6, 1.2, -1.5], [0.7, 1.8, -2.1], [-1.1, 0.9, -0.3], [1.0, -0.3, -0.5], [1.1, 0.4, -1.2], [-1.5, 0.2, -0.7], [-0.3, -0.6, -0.8], [0.6, -0.2, 0.9], [-0.4, 0.4, -0.6], [-0.1, 0.5, 0.1], [0.3, 0.3, -0.6], [0.3, -0.1, -0.1], [0.2, 0.0, -0.2], [1.6, -0.7, 1.4]],
  "mulliken_charge": [-1.257, 0.758, -0.600, 0.104, -1.154, 0.349, -0.970, -1.005, 0.436, 0.269, 0.307, 0.433, 0.349, 0.322, -0.223, 0.282, 0.350, 0.289, 0.286, 0.339, 0.335]
}



{
  "formula": "C6H11N3O",
  "method": "ωB97M-V/def2-TZVPD",
  "smiles": "CN1[C@H]2C[C@@]2(N)[C@H]1C(N)=O",
  "lumo_ha": 0.0283,
  "orbital_gap_ev": 9.12,
  "relative_energy_kcal_mol": 99.6,
  "elements": ["C", "N", "C", "C", "C", "N", "C", "C", "N", "O", "H", "H", "H", "H", "H", "H", "H", "H", "H", "H", "H"],
  "xyz": [[0.1029, 1.4756, -1.8635], [0.8359, 0.6203, -0.9603], [1.0885, 1.0397, 0.4035], [-0.1424, 0.9321, 1.2726], [0.6314, -0.3065, 0.9428], [1.1235, -1.2143, 1.9096], [0.4016, -0.7259, -0.5190], [-0.9628, -1.3040, -0.8117], [-2.0431, -1.0685, -0.0598], [-1.0219, -2.5060, -1.2069], [-0.7921, 1.9573, -1.4195], [0.7629, 2.2908, -2.1933], [-0.2006, 0.9124, -2.7561], [1.9525, 1.6537, 0.6644], [0.0016, 1.2809, 2.2975], [-1.1415, 1.1315, 0.8762], [2.0733, -1.5168, 1.7159], [1.0796, -0.8494, 2.8540], [1.1414, -1.4819, -0.8242], [-2.4363, -0.1411, -0.1589], [-2.4544, -2.1800, -0.1633]],
  "forces_ev_per_angstrom": [[-0.2, 0.1, -0.1], [0.4, 0.1, 0.0], [0.3, 0.4, 0.0], [0.0, 0.1, 0.0], [-0.1, 0.1, -0.2], [0.2, 0.0, 0.2], [0.3, 0.8, -0.4], [0.7, -5.0, 0.9], [-1.7, -1.4, 0.0], [1.6, 1.5, -1.0], [0.1, -0.2, -0.1], [-0.1, -0.2, 0.1], [0.1, 0.1, 0.2], [-0.3, -0.2, -0.1], [0.0, -0.1, -0.3], [0.3, -0.1, 0.1], [-0.2, 0.1, 0.0], [-0.1, -0.1, -0.2], [-0.4, 0.2, -0.1], [-0.9, -0.4, 0.5], [0.1, 4.3, 0.2]],
  "mulliken_charge": [-0.885, -0.095, -0.449, -0.758, 0.318, -0.593, 0.117, 0.379, -0.445, -0.705, 0.290, 0.299, 0.346, 0.371, 0.311, 0.002, 0.244, 0.272, 0.384, 0.243, 0.353]
}